64
Properties=species:S:1:pos:R:3:forces:R:3 method="wB97M-V/def2-TZVPD" largest_force_ev_per_a=4.70 e_lumo_ev=2.26 charge=-1 homo_ev=-3.48
C -0.243 -3.096 1.375 0.28 0.49 0.20
C -1.411 1.525 -2.953 0.17 0.13 0.70
C 0.827 -3.591 0.579 0.50 0.39 -0.27
H -1.386 2.018 4.281 0.32 -0.05 0.03
H 2.738 -1.190 -3.239 0.18 0.22 0.16
C -1.615 0.987 -4.358 0.06 -0.41 0.17
H 0.818 -0.164 -4.237 -0.20 -0.15 0.04
H 3.506 2.486 -2.187 -0.27 -0.35 -0.34
H -0.267 -1.592 3.031 0.24 -0.09 -0.43
C 0.526 1.796 3.317 0.50 0.16 0.50
H -4.152 -0.404 -0.657 -0.19 -0.05 0.31
H 2.073 2.520 6.866 -0.27 -0.06 -0.42
C 1.676 -1.955 1.960 -0.56 -0.42 -0.10
C 2.190 1.080 -1.193 -0.09 -0.13 -0.33
O -0.360 0.315 1.705 0.16 1.71 0.08
H -2.800 -1.783 3.279 -0.11 0.25 -0.31
H 3.551 2.086 4.901 -0.26 0.00 -0.03
H 0.378 -1.779 -3.631 -0.18 0.24 -0.17
C 0.030 -0.930 -4.244 0.48 -0.32 0.10
C -1.288 -0.385 -3.746 0.02 -0.58 -0.85
C -0.044 1.550 1.941 -0.96 -0.90 -1.68
H 0.762 -4.400 -0.146 0.02 0.15 0.12
C 2.661 1.814 -2.454 0.18 0.29 0.06
H -2.631 1.040 -4.759 0.19 0.18 0.12
H -3.269 -2.566 0.745 -0.10 0.36 0.10
C 2.931 -0.273 -1.257 0.28 0.53 -0.19
H -2.132 -2.361 -3.437 -0.15 0.19 0.03
Pb -0.907 -0.771 -0.322 0.13 -1.58 4.43
C 0.291 -2.093 2.242 0.35 -0.94 -0.05
C 3.331 -0.413 -2.729 -0.11 -0.34 -0.70
C -3.191 -1.146 2.483 -0.36 0.10 -0.50
C 1.914 1.820 3.522 -0.28 0.04 0.75
H 2.327 -1.118 -0.909 0.20 0.19 0.07
H -2.292 1.991 -2.493 0.48 -0.12 0.07
C -3.597 0.206 2.607 -0.21 -0.59 -0.76
H 2.426 1.635 -0.284 -0.19 -0.07 -0.37
H -3.589 0.785 3.527 0.02 -0.07 -0.20
C 2.009 -2.879 0.932 -0.61 -0.24 0.05
H -1.262 -3.475 1.388 0.22 0.00 0.10
H -0.419 2.502 6.541 0.20 -0.14 -0.38
C 0.242 2.302 5.691 0.03 -0.06 -0.12
H 3.006 -3.065 0.529 -0.28 0.11 0.05
H 1.867 2.433 -2.907 0.33 -0.19 0.11
H -3.348 -1.031 -3.478 0.19 -0.10 0.03
C 2.468 2.090 4.784 -0.40 -0.14 -0.07
C -4.050 0.654 1.336 0.36 -0.42 -0.14
C 1.629 2.325 5.882 -0.01 -0.03 -0.58
O -0.174 2.474 1.128 0.37 -0.07 0.64
O -1.169 0.155 -2.375 -0.77 2.23 -3.13
H -0.876 1.322 -5.090 -0.23 -0.01 0.08
C -0.303 2.029 4.426 0.38 0.20 0.11
H -4.451 1.644 1.106 0.24 -0.32 0.06
H 2.366 -1.268 2.450 -0.27 -0.29 -0.14
Br 3.113 1.382 2.110 0.01 0.30 0.40
O 3.069 0.834 -3.431 -0.14 -0.16 1.11
C -3.899 -0.422 0.405 0.26 0.72 0.28
H 3.848 -0.218 -0.653 -0.34 -0.12 0.05
H -0.103 -1.286 -5.278 0.07 0.12 0.30
H 4.392 -0.699 -2.847 -0.32 0.29 0.02
H -0.492 2.120 -2.837 -0.51 -0.11 0.18
C -3.398 -1.551 1.131 0.71 0.12 0.47
H -2.546 -1.572 -4.969 -0.02 -0.01 0.22
H 1.099 0.957 -1.207 0.23 -0.02 -0.05
C -2.404 -1.401 -3.893 0.04 -0.09 0.03

70
Properties=species:S:1:pos:R:3:forces:R:3 method="wB97M-V/def2-TZVPD" s_squared=2.0338 largest_force_ev_per_a=0.93 e_lumo_ev="-1.32 / -0.43" charge=0 spin_multiplicity=3 homo_ev="-8.65 / -8.87" de_lowest_kcal_mol=0.0
H 3.131 -1.928 1.714 0.03 0.06 -0.01
O 0.346 0.651 -4.295 -0.12 0.11 -0.13
H 1.152 -0.314 5.408 0.00 0.00 -0.02
H -2.187 -4.789 0.684 -0.01 0.01 -0.01
N 0.856 3.159 -1.220 0.43 0.09 0.27
H -2.841 -2.604 -2.959 0.00 -0.01 0.02
C 2.271 -1.930 -0.212 -0.07 -0.06 0.01
C -1.123 2.762 -2.590 -0.15 0.08 -0.11
H -2.663 0.718 3.416 -0.02 0.07 0.03
O -1.573 1.976 -1.453 0.48 -0.08 -0.10
C -2.062 -3.905 0.072 0.01 -0.02 -0.01
H 2.664 3.936 -2.062 0.01 0.05 0.02
C 2.139 -2.120 1.297 0.08 0.11 0.01
O 1.079 0.181 -2.225 0.06 -0.04 -0.59
C -0.026 -0.679 1.760 -0.12 -0.03 -0.40
O -0.415 4.189 1.901 -0.06 0.18 0.12
H -2.557 0.646 0.382 -0.09 -0.01 0.10
C -1.153 -1.663 -0.160 0.28 0.26 0.17
H -4.301 -0.808 2.790 0.00 -0.02 -0.02
H 0.994 -3.957 1.001 0.03 0.02 0.05
H -1.125 0.379 4.767 0.00 0.01 -0.01
H 2.973 -0.950 -3.216 0.01 -0.02 0.01
H -3.907 1.187 1.375 0.00 0.00 0.00
H -3.151 -4.696 -1.608 0.01 0.02 0.00
H 0.981 5.009 -0.150 0.01 0.04 -0.03
C 2.148 2.985 -1.924 -0.18 0.01 0.09
C -2.602 -3.856 -1.205 0.01 0.02 0.01
N -0.375 -0.590 0.350 0.11 -0.22 -0.12
C 0.809 -0.449 4.390 -0.03 -0.01 -0.07
F -1.618 -0.525 -2.183 -0.05 -0.17 0.00
C -3.281 -1.087 2.516 -0.04 -0.04 -0.03
O 2.367 1.287 -0.222 -0.11 0.12 -0.22
H 0.212 4.416 -2.821 0.06 0.02 0.02
H -2.216 1.332 -1.778 0.12 -0.10 0.11
Cl 3.403 0.561 -4.971 -0.05 -0.02 0.04
H 3.076 -2.580 -0.565 -0.01 -0.02 0.01
C 1.074 3.939 0.028 0.02 0.01 -0.13
C -0.208 3.802 -2.021 0.04 -0.04 0.01
C 1.147 0.160 -3.532 0.03 -0.18 0.46
H 2.081 -1.370 -4.710 0.00 -0.02 -0.02
H -3.323 -1.558 1.532 0.01 0.03 0.08
H 2.533 -0.911 -0.480 0.03 -0.08 0.03
C -1.729 -1.652 -1.425 -0.02 0.12 -0.08
C 0.094 3.467 1.087 0.06 -0.72 -0.18
H 1.363 -2.220 -0.746 0.05 0.02 0.01
C 1.212 -1.221 2.126 0.20 -0.02 0.04
C 3.029 2.051 -1.089 -0.11 -0.28 0.19
C -2.819 1.079 1.349 -0.06 -0.03 -0.03
C 1.618 -1.055 3.453 -0.01 -0.06 0.02
H -0.626 2.113 -3.309 -0.01 -0.03 -0.01
H 2.072 3.732 0.410 0.02 0.01 0.02
C -1.356 -2.828 0.581 0.02 -0.14 0.06
C -0.464 -0.045 4.021 -0.02 -0.05 0.03
O -0.086 2.161 1.007 -0.24 0.60 0.67
O 4.222 2.060 -1.212 0.11 -0.04 0.01
H -1.969 3.256 -3.070 -0.14 -0.10 0.08
C -0.923 -0.168 2.713 -0.10 0.14 0.15
H 1.981 2.545 -2.907 -0.01 -0.02 -0.02
H 2.706 -4.206 1.331 -0.04 0.00 -0.02
C -2.435 -2.706 -1.961 0.00 0.01 0.01
C -2.402 0.174 2.507 0.03 0.05 0.01
H -0.777 4.450 -1.355 -0.03 0.02 0.00
H 1.616 -3.765 2.650 0.01 0.01 -0.01
H -0.952 -2.881 1.583 -0.02 0.01 -0.04
C 1.838 -3.598 1.595 0.00 -0.05 0.00
Mo 0.390 1.004 -0.521 -0.54 0.47 -0.46
C 2.380 -0.569 -4.039 0.09 -0.02 -0.06
H -2.374 2.068 1.417 0.01 -0.07 0.00
H -2.929 -1.827 3.237 0.01 0.03 -0.01
H 2.593 -1.429 3.746 -0.02 0.00 -0.01

75
Properties=species:S:1:pos:R:3:forces:R:3 method="wB97M-V/def2-TZVPD" largest_force_ev_per_a=5.68 e_lumo_ev=-5.42 charge=+1 homo_ev=-10.30
H -7.641 -1.188 -7.827 0.09 -0.02 -0.10
O -0.690 0.486 7.764 0.34 -0.11 -0.26
C -6.277 -0.878 -3.530 -0.41 0.18 1.03
C 1.112 0.634 1.062 -0.24 1.02 1.31
C 2.451 -0.184 -1.121 2.91 -0.25 1.83
H -1.957 -0.387 -3.523 1.26 -1.24 -0.72
O -6.082 -0.760 -2.188 0.42 -0.16 -1.04
C 0.398 -1.214 -0.267 3.81 -0.62 0.86
C 1.116 -1.767 -2.531 -1.24 -1.23 -1.07
H 0.841 -0.519 -4.373 -0.60 -0.03 1.70
N -0.355 1.677 3.551 0.21 -2.14 1.92
C 0.597 0.528 9.737 -0.22 0.00 -0.36
H 0.440 -2.689 -2.411 1.19 1.44 -0.18
O 2.010 0.550 11.611 0.40 -0.22 -1.26
O -0.946 1.072 2.468 0.54 -0.07 -2.47
H -0.962 1.396 0.370 0.81 -0.04 1.30
H 2.609 3.821 -2.002 -0.47 -1.60 -0.34
H 0.252 4.220 -2.701 0.18 -0.26 -0.92
O 4.107 0.037 9.958 -0.36 0.07 0.17
H -5.126 -0.898 -2.053 -0.15 0.01 0.00
H 7.021 -1.462 -0.817 -2.12 -1.26 0.43
C 1.594 0.054 7.456 0.52 -0.29 -1.14
H 1.537 -1.391 1.461 -0.42 0.66 -0.48
C 0.306 -0.666 -3.368 -0.32 -0.55 -1.28
H -1.500 -2.094 -3.092 0.56 1.26 -0.89
H 2.695 0.082 -2.198 -0.72 -0.27 1.33
H 3.195 2.137 -2.380 -1.39 0.63 -0.24
N -0.901 -1.444 -0.572 -0.89 -0.13 -0.73
H 1.735 0.851 2.005 -0.99 -0.45 -1.38
C -1.182 -1.204 -3.742 0.08 0.03 0.64
Cl 2.553 -2.391 -3.526 -0.99 0.64 1.25
H 2.969 0.422 11.748 -0.10 0.03 0.08
C -5.079 -1.164 -4.371 0.23 -0.16 -0.76
H -0.279 0.740 10.335 0.04 0.00 -0.02
C 1.813 0.410 10.275 -0.40 0.22 1.28
C 1.289 2.239 -1.059 0.35 0.43 -0.12
H 6.090 -2.527 -2.202 1.34 2.30 -0.26
O -3.979 -1.263 -3.843 -0.53 0.00 0.30
H -8.365 -0.532 -3.470 0.03 0.00 -0.02
C 2.253 2.757 -2.265 -0.84 0.96 0.07
H 0.043 2.576 1.391 -0.44 -1.40 -0.35
H -1.240 -1.578 -4.820 0.04 0.84 1.52
N 1.510 -1.359 -1.149 -5.07 2.46 0.72
C -6.488 -1.188 -6.354 0.35 -0.26 -1.46
C -0.245 1.480 1.247 0.46 0.99 0.13
O 1.674 2.333 -4.687 -0.72 1.61 3.38
H -4.399 -1.545 -6.410 -0.04 0.01 -0.01
H 3.684 -0.289 7.397 -0.02 0.01 0.03
H -1.484 -0.684 -0.963 0.83 -0.84 -0.04
C 5.007 -0.691 -1.598 1.24 -1.07 0.83
H 0.432 0.022 5.985 0.28 0.01 0.07
C 2.811 -0.061 7.993 0.17 0.03 0.26
C 1.986 1.041 -0.210 -0.07 1.54 -0.47
O -8.768 -0.743 -6.045 0.42 -0.10 -0.17
H 2.949 1.517 0.200 -1.40 -0.84 -0.76
H 4.129 -0.242 0.490 -0.52 -0.42 -1.08
H 0.251 0.356 -2.877 0.22 -1.41 -0.33
C 3.010 0.120 9.435 0.55 -0.15 -0.47
C 6.129 -1.612 -1.509 -1.22 0.88 -0.69
O 0.362 3.861 -3.614 1.65 -1.38 1.18
O 1.392 -0.113 6.122 -0.39 0.13 1.26
C -5.273 -1.320 -5.813 0.39 0.01 0.53
C -7.489 -0.742 -4.069 -0.15 0.01 -0.19
C -7.681 -0.875 -5.517 -0.66 0.16 0.49
N 0.736 -0.815 1.133 0.57 -0.86 -2.89
H 0.244 1.956 -1.434 1.52 0.25 0.31
C 1.427 2.924 -3.631 0.44 -0.60 -1.88
O -0.390 0.887 4.446 -0.17 2.13 -1.07
H 1.129 3.171 -0.403 0.22 -1.68 -0.68
C 0.402 0.371 8.293 -0.56 0.16 0.63
C 3.849 -0.751 -0.491 0.92 0.40 0.04
H 3.701 -1.863 -0.235 0.27 1.74 -0.53
O -6.684 -1.332 -7.688 -0.36 0.25 1.39
H 4.989 0.061 -2.464 -1.20 -2.17 0.38
H -1.368 -2.362 -0.520 0.54 0.82 0.44